Density functional theory data (the ωB97M-V functional and the def2-TZVPD basis) for a 13-piece molecular cluster, C29H59Br24FOPS overall.

Calculated values
- Lowest unoccupied orbital energy: -0.0931 Ha
- DFT total energy: -1736934.180 eV
- HOMO energy: -0.412 Ha
- Charge: +1
- Orbital gap: 8.7 eV
- Spin multiplicity: 1

Element x y z (Å)
O 5.3827 0.7530 4.2838
C 4.2187 0.7803 4.0714
F 3.5022 1.8981 4.3159
C 3.4010 -0.3440 3.4980
P 2.0250 0.4182 2.5222
C 0.6433 0.8443 3.6373
C -0.4764 1.4380 2.7729
C -1.8240 1.6126 3.4983
S -2.1951 0.4086 4.8039
H 2.9019 -0.8644 4.3159
H 4.0068 -1.0087 2.9026
H 1.5986 -0.4895 1.5428
H 2.4895 1.5696 1.8753
H 0.3945 -0.0998 4.1124
H 1.0781 1.5507 4.3313
H -0.6185 0.8556 1.8590
H -0.1455 2.4303 2.4735
H -1.9426 2.6184 3.8756
H -2.5949 1.4977 2.7441
H -2.2712 -0.7243 4.0800
Br -0.5633 0.3127 -0.3163
C -0.9468 1.4657 -1.8444
C 0.0065 2.6243 -1.9014
Br -0.4377 3.9802 -0.5717
H -1.9957 1.7651 -1.7544
H -0.8293 0.8306 -2.7205
H -0.0675 3.1253 -2.8623
H 1.0379 2.3379 -1.7257
Br -0.8517 -3.7904 -3.2454
C -2.0968 -2.3620 -2.8034
C -2.6945 -1.7441 -4.0387
Br -1.4368 -0.5500 -4.9224
H -1.5523 -1.6518 -2.1907
H -2.8698 -2.8338 -2.2088
H -3.5442 -1.1153 -3.7774
H -3.0039 -2.4790 -4.7744
Br 4.0780 -3.0088 6.7580
C 5.2743 -1.7023 7.5741
C 6.3928 -1.3119 6.6473
Br 7.7535 -2.6978 6.5445
H 5.6248 -2.1401 8.5007
H 4.6459 -0.8424 7.7989
H 6.9078 -0.4319 7.0266
H 6.0595 -1.1240 5.6327
Br 2.1203 -4.3210 2.9186
C 3.4373 -4.8301 1.5759
C 3.6795 -3.7231 0.5870
Br 2.2215 -3.5915 -0.6956
H 3.0741 -5.7383 1.1071
H 4.3426 -5.0505 2.1373
H 4.5659 -3.9293 -0.0085
H 3.7822 -2.7510 1.0580
Br -4.3664 -4.0089 -6.9763
C -3.2543 -5.3634 -6.1229
C -3.9936 -6.6613 -5.9537
Br -5.2603 -6.5729 -4.4784
H -2.9168 -4.9447 -5.1814
H -2.4021 -5.4919 -6.7865
H -3.3046 -7.4611 -5.6887
H -4.5565 -6.9484 -6.8354
Br 7.1692 -1.0503 10.7186
C 5.8211 -0.5568 12.0350
C 4.8476 -1.6777 12.2833
Br 3.5587 -1.8494 10.8327
H 5.3411 0.3451 11.6706
H 6.3781 -0.3293 12.9410
H 4.2516 -1.4723 13.1696
H 5.3303 -2.6433 12.3903
Br -2.6761 -9.8456 -3.5309
C -4.0122 -9.4066 -2.1854
C -4.9298 -10.5689 -1.9183
Br -6.2347 -10.7897 -3.3441
H -4.5362 -8.5263 -2.5398
H -3.4451 -9.1552 -1.2914
H -5.5155 -10.3910 -1.0192
H -4.4018 -11.5119 -1.8242
Br 0.4661 2.5686 -5.8011
C -0.6709 4.1242 -5.5075
C -0.8212 4.9423 -6.7594
Br 0.7746 5.9989 -7.1098
H -0.2331 4.6876 -4.6885
H -1.6342 3.7205 -5.1988
H -1.6250 5.6660 -6.6478
H -1.0030 4.3402 -7.6418
Br -3.9472 -1.5128 -0.2117
C -5.1577 -0.0430 0.1747
C -5.6949 0.5646 -1.0911
Br -4.3546 1.6788 -1.9729
H -4.6044 0.6675 0.7806
H -5.9624 -0.4727 0.7667
H -6.5245 1.2317 -0.8690
H -6.0126 -0.1744 -1.8189
Br -0.1179 0.3951 9.9727
C 0.7851 1.5647 8.7119
C 0.6314 1.0683 7.2988
Br 1.8013 -0.4551 6.9505
H 1.8212 1.6329 9.0283
H 0.3084 2.5356 8.8265
H 0.9378 1.8367 6.5910
H -0.3791 0.7481 7.0687
Br 3.0296 9.6020 -6.8895
C 1.1240 9.8494 -6.5892
C 0.8320 10.2537 -5.1696
Br 0.9733 8.7402 -3.9518
H 0.6397 8.9201 -6.8695
H 0.8243 10.6367 -7.2774
H -0.1951 10.5999 -5.0785
H 1.5043 11.0191 -4.7973
Br -2.6070 7.1883 -11.6657
C -1.5099 5.8356 -10.8010
C -2.2449 4.5282 -10.6682
Br -3.5577 4.5865 -9.2288
H -1.1998 6.2453 -9.8447
H -0.6395 5.7179 -11.4425
H -1.5560 3.7311 -10.3952
H -2.7802 4.2478 -11.5689



Density functional theory data (the ωB97M-V functional and the def2-TZVPD basis) for C36H51AuGeN2OSSeSi2Te as an isolated structure.

Calculated values
- Lowest unoccupied orbital energy (spin up / spin down): -0.2349 / -0.3559 Ha
- Expectation value of S²: 3.7870
- DFT total energy: -202602.268 eV
- HOMO energy (spin up / spin down): -0.534 / -0.576 Ha
- Energy relative to the best compared isomer or geometry (same formula, charge and spin): 0.0 kJ/mol
- Charge: +3
- Orbital gap (spin up / spin down): 8.1 / 6.0 eV
- Spin multiplicity: 4

Element x y z (Å)
Au -0.0934 0.4721 -0.2331
C 2.2680 -1.0539 -2.6112
S 3.0151 -0.1290 -1.2828
C 2.9852 -1.3891 -0.0237
O 1.9558 0.9039 -0.8601
H 1.3137 -1.4637 -2.2739
H 2.9514 -1.8514 -2.9039
H 2.1269 -0.3729 -3.4480
H 3.6540 -2.1949 -0.3268
H 1.9628 -1.7559 0.0938
H 3.3501 -0.9395 0.8978
C -4.6224 2.3687 -3.4256
C -3.3777 1.7788 -3.6132
C -2.7503 1.1442 -2.5539
C -3.3660 1.0854 -1.2980
C -4.6130 1.6884 -1.1198
C -5.2373 2.3265 -2.1817
Ge -2.5156 0.1614 0.1530
C -1.7890 -1.6094 -0.2051
C -1.9124 -2.1943 -1.4774
C -1.3905 -3.4531 -1.7154
C -0.7143 -4.1328 -0.7048
C -0.5602 -3.5562 0.5518
C -1.0830 -2.2984 0.8010
C -3.2924 0.4417 1.8917
C -3.5623 1.7376 2.3379
C -4.2078 1.9454 3.5475
C -4.5921 0.8589 4.3231
C -4.3252 -0.4355 3.8920
C -3.6763 -0.6449 2.6799
H -5.1181 2.8561 -4.2548
H -2.9055 1.8077 -4.5865
H -1.7808 0.6808 -2.7098
H -5.1100 1.6470 -0.1577
H -6.2100 2.7788 -2.0428
H -2.4510 -1.6779 -2.2625
H -1.5212 -3.9174 -2.6839
H -0.3153 -5.1202 -0.8969
H -0.0420 -4.0952 1.3343
H -0.9728 -1.8542 1.7848
H -3.2888 2.5929 1.7303
H -4.4314 2.9523 3.8739
H -5.1260 1.0194 5.2512
H -4.6559 -1.2835 4.4783
H -3.5048 -1.6597 2.3397
C -1.4321 -2.7737 7.0939
N -1.6952 -1.4026 7.5187
C -1.6214 -0.2893 6.7606
Se -1.1834 -0.1470 4.9744
N -1.9398 0.7621 7.5468
C -2.2181 0.3367 8.8226
C -2.5851 1.0205 9.9828
C -2.7844 0.2479 11.1003
C -2.6272 -1.1585 11.0806
C -2.2653 -1.8353 9.9421
C -2.0615 -1.0545 8.8015
H -1.1417 -2.7675 6.0487
H -2.3334 -3.3692 7.2252
H -0.6267 -3.1862 7.6980
H -1.9532 1.7131 7.2102
H -2.7039 2.0946 10.0024
H -3.0697 0.7239 12.0282
H -2.7974 -1.7115 11.9939
H -2.1452 -2.9093 9.9333
C 5.8378 4.7086 -1.6060
Si 4.3650 4.4839 -0.5002
C 4.5205 2.9853 0.6068
C 3.9471 6.0157 0.4746
C 2.8831 4.1291 -1.6942
Te 1.0532 3.9384 -0.7147
C 0.4102 5.9091 -0.9464
Si -0.7412 6.1228 -2.4903
C 0.1743 5.4796 -3.9831
C -1.1097 7.9365 -2.5988
C -2.2563 5.0935 -2.1245
H 6.7411 4.8417 -1.0065
H 5.7344 5.5902 -2.2407
H 5.9968 3.8421 -2.2504
H 5.1535 3.2147 1.4661
H 4.9858 2.1544 0.0716
H 3.5550 2.6450 0.9912
H 4.7814 6.2693 1.1321
H 3.0681 5.8899 1.1131
H 3.7800 6.8787 -0.1736
H 3.0571 3.1900 -2.2210
H 2.7643 4.9400 -2.4152
H 1.3022 6.5344 -1.0029
H -0.1642 6.1756 -0.0569
H 1.0916 6.0410 -4.1736
H -0.4531 5.5861 -4.8707
H 0.4310 4.4191 -3.9014
H -0.2041 8.5228 -2.7630
H -1.5952 8.3068 -1.6944
H -1.7823 8.1308 -3.4374
H -2.0298 4.0314 -1.9856
H -2.9637 5.1576 -2.9538
H -2.7722 5.4547 -1.2318



Density functional theory data (the ωB97M-V functional and the def2-TZVPD basis) for C18H24FeN5O8 as an isolated structure.

Calculated values
- Lowest unoccupied orbital energy (spin up / spin down): -0.0093 / -0.0286 Ha
- Expectation value of S²: 0.7714
- DFT total energy: -77273.757 eV
- HOMO energy (spin up / spin down): -0.328 / -0.328 Ha
- Energy relative to the best compared isomer or geometry (same formula, charge and spin): 0.0 kJ/mol
- Orbital gap (spin up / spin down): 8.7 / 8.2 eV
- Spin multiplicity: 2

Element x y z (Å)
Fe 0.4074 0.5810 0.2073
C 4.8224 -1.3090 -1.1119
N 3.9994 -0.1121 -1.2356
C 4.6982 1.1670 -1.2780
C 2.6995 -0.1419 -0.9870
O 2.0182 0.9051 -0.9074
C 2.0386 -1.4889 -0.7682
O 0.6434 -1.2479 -0.5817
C -0.2485 -1.8786 -1.4938
C 0.0290 -1.4604 -2.9419
O 1.1078 -0.9487 -3.2091
N -0.8788 -1.8093 -3.8727
C -2.1862 -2.3778 -3.6052
C -0.5632 -1.6276 -5.2838
H 5.7716 -1.1243 -1.6084
H 4.3530 -2.1594 -1.6010
H 5.0126 -1.5442 -0.0625
H 5.4592 1.1289 -2.0553
H 5.1719 1.3661 -0.3142
H 3.9905 1.9560 -1.5072
H 2.4323 -1.9456 0.1396
H 2.1984 -2.1295 -1.6305
H -1.2369 -1.6155 -1.1332
H -0.1180 -2.9624 -1.4111
H -2.4290 -2.3706 -2.5486
H -2.2375 -3.4083 -3.9656
H -2.9462 -1.7944 -4.1275
H 0.4653 -1.2958 -5.3763
H -1.2145 -0.8737 -5.7247
H -0.6942 -2.5784 -5.8050
O -1.1428 -0.3677 3.5647
C -0.7807 0.3353 2.6536
O -0.8854 -0.0072 1.3851
C -0.2547 1.7515 2.9137
C -0.7085 2.6799 1.7845
C -0.5048 4.1487 2.1268
C 1.0326 4.2983 2.0214
C 1.4616 2.8820 1.6713
O 0.3643 2.4408 0.8101
C 1.3016 1.9213 2.8612
C 2.1342 0.6934 2.5131
O 3.1641 0.4497 3.1063
O 1.7152 0.0082 1.4863
H -0.6408 2.0568 3.8836
H -1.6537 2.4174 1.3211
H -1.0159 4.7862 1.4083
H -0.8908 4.3731 3.1196
H 1.3097 4.9897 1.2277
H 1.5004 4.6302 2.9464
H 2.3928 2.7859 1.1199
H 1.6982 2.3435 3.7808
N -0.9414 1.0002 -1.0908
C -1.3645 1.4982 -2.0638
N -1.9642 2.0842 -3.0123
C -1.8827 1.7097 -4.2767
N -1.8840 1.4495 -5.4040



Density functional theory data (the ωB97M-V functional and the def2-TZVPD basis) for C14H37NO15Y2 as an isolated structure.

Calculated values
- Lowest unoccupied orbital energy (spin up / spin down): -0.3644 / -0.3695 Ha
- Expectation value of S²: 0.7506
- DFT total energy: -49380.470 eV
- HOMO energy (spin up / spin down): -0.569 / -0.569 Ha
- Charge: +3
- Orbital gap (spin up / spin down): 5.6 / 5.4 eV
- Spin multiplicity: 2

Element x y z (Å)
Y 2.6084 3.7173 2.9486
Y -2.0721 0.8305 2.8036
O 1.2481 0.6078 -0.1549
C 1.0737 1.0168 1.1552
O 0.0600 0.6195 1.8588
O 1.8804 1.7860 1.6859
H 2.0686 1.0417 -0.3999
O -1.5179 5.0528 1.1794
C -0.8396 4.0738 1.7973
O -1.5456 3.0523 2.1315
O 0.3558 4.2516 2.1038
H -0.7569 5.6364 1.1359
C -2.5132 -1.9027 -0.7963
C -2.5035 -0.7237 0.1773
C -3.4137 0.4616 -0.2816
O -3.4467 1.3861 0.8364
C -4.2626 2.5509 0.5753
N -2.8343 -1.1479 1.5753
H -1.7569 -2.6717 -0.6391
H -2.2202 -1.7349 -1.8327
H -3.4901 -2.3831 -0.7417
H -1.5024 -0.2946 0.2202
H -4.3546 -0.0885 -0.3009
H -3.0731 0.8039 -1.2588
H -5.3299 2.4132 0.4021
H -3.7150 2.9457 -0.2805
H -4.1451 3.2051 1.4392
H -3.7903 -1.4733 1.5914
H -2.3522 -1.9710 1.9071
C -0.1736 -2.8057 5.5690
C -0.6022 -1.3584 5.2675
O -0.7903 -1.1582 3.8841
O 0.8188 -3.1542 4.5262
H -1.0868 -3.3953 5.4884
H 0.2460 -3.0126 6.5535
H 0.1040 -0.6374 5.6793
H -1.4237 -0.9934 5.8840
H 0.0029 -1.6150 3.5944
H 1.0385 -4.0408 4.8219
C -0.7064 0.6936 -5.0746
C -0.4011 0.6503 -3.5669
O 0.3887 1.8412 -3.1672
O -1.2291 -0.5042 -5.6603
H 0.1759 1.0384 -5.6139
H -1.3629 1.5393 -5.2793
H 0.1613 -0.2365 -3.2748
H -1.3533 0.5681 -3.0428
H 0.9932 1.4643 -2.5237
H -1.3854 -0.4131 -6.6031
C 3.9324 1.7886 -2.0864
C 4.6633 0.8921 -1.0268
O 4.1114 -0.5625 -1.0430
O 2.8531 2.3268 -1.4364
H 3.6187 1.1919 -2.9429
H 4.6031 2.6188 -2.3081
H 4.7540 1.4433 -0.0908
H 5.7015 0.8209 -1.3511
H 4.5212 -1.0805 -1.7396
H 3.0234 3.2621 -1.3024
C 2.0576 -3.6507 -1.7260
C 1.3613 -2.2885 -1.5973
O 0.8856 -1.9648 -0.2809
O 3.0382 -3.7985 -0.6828
H 2.5114 -3.7537 -2.7117
H 1.4005 -4.5183 -1.6658
H 0.4311 -2.3192 -2.1647
H 2.0357 -1.4894 -1.9051
H 0.6625 -1.0312 -0.2967
H 2.5610 -3.4194 0.0589